Molecular formula: C32H82Cr2F8N6O12P2
Method: DFT, ωB97M-V with the def2-TZVPD basis set

HOMO energy (spin up / spin down) = -7.24 / -10.49 eV
spin multiplicity = 10
total charge = +1
DFT total energy = -6070.374131 Ha
frontier orbital gap (spin up / spin down) = 5.0675 / 7.8465 eV

```
144
Properties=species:S:1:pos:R:3:forces:R:3
Cr -0.457 1.299 3.156 -0.43 0.63 -0.54
Cr -4.278 -1.003 -1.428 -1.91 -0.34 0.43
P -4.476 2.211 0.474 -0.57 0.64 1.14
P -1.212 -0.269 0.132 -3.17 0.18 -1.49
F -4.413 1.033 -0.573 -1.02 -1.31 -1.35
F -4.304 3.385 1.581 -0.61 0.46 0.32
F -0.492 0.707 -0.967 -0.48 -1.71 1.23
F -2.966 2.571 0.085 1.53 -0.28 -0.33
F -3.974 1.093 1.599 -0.06 0.88 -0.24
F -4.944 3.196 -0.743 -0.22 -0.09 1.09
F -5.998 1.966 0.937 0.71 -0.01 -0.61
F -0.285 -1.560 0.157 -0.30 0.90 -0.60
O -0.926 6.588 2.120 -0.70 -0.10 0.79
O 1.248 1.825 2.053 0.29 0.74 -0.64
O 1.826 -5.800 4.086 0.11 0.78 -0.28
O -2.253 0.974 4.150 -1.31 -0.17 -0.09
O 0.376 4.868 -1.435 0.22 -1.11 -0.69
O 3.230 -2.271 -2.031 -0.46 0.24 -0.97
O -3.273 -3.484 0.462 -0.21 -0.55 1.70
O -3.213 -0.259 -3.137 0.53 2.47 0.00
O 2.923 5.966 -5.549 0.80 1.44 0.85
O -2.573 -0.741 -0.425 5.40 1.45 2.27
O -1.031 0.419 1.438 -0.54 -1.06 -1.70
O 4.720 -5.920 -0.177 -0.27 0.16 0.17
N -0.026 -0.729 3.764 -0.90 1.11 1.28
N 1.299 -2.712 2.103 0.62 1.36 0.25
N 0.682 4.552 -4.337 -0.40 0.30 -0.32
N 4.173 -4.830 -2.743 0.00 0.20 -1.10
N -1.188 3.269 2.308 0.44 0.02 0.21
N -3.779 -2.871 -2.393 1.10 -0.25 0.35
C -2.657 -4.229 -0.560 -0.02 0.74 0.63
C -2.679 1.095 -3.357 -1.34 -1.06 0.47
C 2.073 5.102 -6.262 -0.63 0.68 -0.49
C -1.925 5.722 2.723 2.23 0.19 -1.21
C -3.279 1.918 4.551 0.34 1.72 1.26
C -0.121 6.137 -1.109 0.12 0.23 0.03
C 0.634 5.113 -5.675 0.84 -0.40 -1.16
C 3.361 -2.581 -3.480 0.78 -1.02 2.02
C -2.515 -3.397 -1.820 0.56 -0.70 -0.39
C 2.064 -1.499 -1.704 0.91 -0.22 -0.48
C -2.194 -0.168 4.997 1.07 -1.15 0.51
C -0.461 4.057 -2.270 -1.14 0.93 -1.05
C 5.426 -5.527 -2.483 -1.17 -0.44 1.17
C 1.285 -4.944 1.349 -1.00 -1.10 0.56
C 4.536 -6.745 0.974 0.50 0.06 -0.41
C 1.893 -4.394 3.834 -0.56 -0.54 -0.71
C 5.214 -6.554 -1.351 0.53 -0.25 0.12
C 2.616 7.392 -5.696 -0.59 -0.82 0.67
C 2.569 -6.149 5.235 -0.19 -0.86 0.10
C -1.313 -1.275 4.355 0.55 0.85 -0.77
C 1.137 3.092 1.340 -0.52 0.43 0.65
C -2.655 -1.209 -3.952 -0.26 -0.76 -0.21
C 2.608 1.353 2.120 -0.74 0.38 0.74
C -1.191 4.437 3.190 -1.19 -0.19 1.06
C -0.324 3.467 1.161 0.49 -0.24 -1.78
C -3.183 -4.142 1.756 -0.58 0.33 -0.47
C -0.926 -2.399 5.234 -0.86 -1.59 2.18
C -1.451 7.781 1.563 0.21 -0.12 -0.53
C 4.507 -3.677 -3.544 -1.83 2.34 0.10
C 1.007 -4.032 2.563 1.21 -1.64 0.81
C -3.535 -2.446 -3.775 -0.51 -0.23 -1.86
C -0.619 4.658 -3.705 0.64 -0.29 0.59
H -0.322 4.508 0.838 -0.08 0.00 0.04
H 2.379 4.055 -6.267 0.61 0.09 0.90
H 5.746 -5.934 -3.442 0.04 -0.64 0.24
H 4.048 -7.708 0.821 -0.93 0.24 -0.59
H 6.225 -4.846 -2.191 0.17 0.27 0.32
H -1.776 0.098 5.967 0.18 0.33 0.18
H -0.693 2.884 0.316 -0.25 0.01 0.24
H -2.415 6.203 3.569 0.04 0.10 0.05
H -0.137 -2.319 5.981 0.65 0.86 -0.47
H -2.081 7.570 0.698 -0.16 -0.17 -0.17
H -1.718 -2.623 5.949 -0.65 -0.29 -0.27
H 2.601 -7.235 5.313 -0.20 -0.05 -0.24
H 3.616 -5.848 5.194 0.03 0.48 -0.05
H -2.732 -0.809 -4.963 0.17 -0.61 -0.47
H -4.340 -3.711 -2.408 -0.82 0.25 -0.17
H 2.411 -2.977 -3.838 -0.08 -0.13 -0.05
H 3.033 1.228 1.125 -0.13 -0.18 0.05
H -3.620 2.673 3.843 0.47 -0.87 -1.04
H 1.616 3.070 0.361 -0.03 -0.39 -0.02
H 4.007 -6.104 1.679 0.05 -0.44 0.13
H 1.630 7.596 -5.278 -0.19 -0.08 0.09
H -1.602 -1.332 -3.698 0.26 -0.39 -0.05
H 1.347 5.045 -3.759 0.34 0.15 -0.09
H -1.928 -1.730 3.578 0.23 0.39 -0.54
H -0.589 8.342 1.203 -0.09 0.11 0.13
H 3.164 2.103 2.683 0.35 -0.13 -0.03
H 2.527 0.433 2.700 0.43 -0.10 -0.31
H -0.033 3.063 -2.398 0.33 0.17 0.35
H -1.684 -4.527 -0.170 0.47 -0.13 -0.47
H 6.176 -6.995 -1.090 0.24 -0.26 -0.18
H -3.778 -3.616 2.503 -0.18 0.40 -0.43
H -1.759 -2.616 -1.746 -0.28 -0.02 0.21
H -3.542 1.659 -3.002 0.58 0.71 -0.02
H -2.157 -4.139 -2.534 0.48 -0.02 -0.33
H -4.486 -2.268 -4.276 -0.39 0.72 0.58
H -0.032 -3.994 2.888 -0.14 -0.65 -0.19
H 0.644 -4.605 0.535 0.37 0.38 -0.31
H -2.649 5.504 1.938 -0.41 -0.33 0.13
H -3.193 -5.152 -0.782 -0.38 -0.18 0.01
H -2.056 8.407 2.219 0.17 -0.15 0.51
H -2.827 2.546 5.319 0.20 -0.07 0.38
H 3.297 8.008 -5.107 0.36 -0.59 0.00
H -1.879 4.082 3.957 0.54 0.20 0.79
H 2.586 7.822 -6.697 0.31 -0.66 -0.46
H -3.583 -5.156 1.750 0.01 -0.17 -0.37
H 3.624 -1.692 -4.053 0.10 0.11 0.12
H 5.374 -3.219 -3.067 0.41 0.48 -0.50
H 4.523 -7.358 -1.606 -0.07 -0.04 -0.40
H 0.804 -2.596 1.230 -0.11 0.23 0.11
H 0.657 -0.791 4.506 0.05 0.56 0.92
H -3.230 -3.226 -4.473 1.00 -0.60 0.45
H -0.304 6.757 -1.987 0.18 0.12 -0.09
H -1.341 4.210 -4.388 -0.19 -0.88 0.50
H 2.341 -4.982 1.079 -0.07 0.48 -0.14
H 0.657 6.570 -0.481 -0.16 0.27 -0.06
H 0.983 -5.988 1.426 0.04 -0.12 0.61
H 1.606 -3.853 4.736 -0.62 0.21 0.09
H -0.168 4.525 3.558 -0.23 0.81 0.29
H 0.013 4.477 -6.306 -0.01 -0.39 -0.03
H -3.161 -0.620 5.217 -0.27 0.30 -0.40
H -2.183 -4.192 2.187 0.48 0.08 -0.49
H -1.052 6.114 -0.543 -0.17 -0.31 0.09
H -2.517 1.249 -4.423 0.00 0.03 -0.01
H 2.305 5.381 -7.289 -1.40 0.11 -0.62
H 2.265 -2.719 1.808 0.46 0.27 0.04
H 2.062 -0.584 -2.295 -0.33 0.05 -0.25
H 3.740 -4.415 -1.930 0.27 -0.45 0.61
H 2.095 -1.170 -0.665 0.35 -0.30 0.11
H 2.073 -5.812 6.145 0.13 0.41 0.13
H -2.138 3.311 1.966 -0.42 -1.07 -0.56
H -4.198 1.574 5.025 0.28 -1.19 -0.39
H -1.004 5.678 -3.694 0.12 0.52 0.42
H 1.156 -2.087 -1.836 -0.13 0.04 -0.24
H 4.650 -3.801 -4.617 0.37 -0.71 0.05
H 5.458 -7.131 1.409 0.66 0.69 0.09
H 0.114 6.068 -5.746 0.26 0.54 0.21
H -1.444 3.964 -1.809 -0.21 -0.08 0.20
H 2.937 -4.097 3.731 0.34 0.02 -0.67
H -1.767 1.260 -2.783 -0.16 -0.02 -0.02
H 1.619 3.897 1.894 0.41 -0.23 0.44
H 0.421 -1.460 3.229 0.00 -0.47 -1.77
H -0.733 -3.327 4.696 -0.05 0.18 -0.12
```
Positions in Å, forces in eV/Å.

***

Molecular formula: C63H74BCl12F2N6O3
Method: DFT, ωB97M-V with the def2-TZVPD basis set

HOMO energy = -10.32 eV
total charge = +1
DFT total energy = -8745.963122 Ha
frontier orbital gap = 7.2503 eV

```
161
Properties=species:S:1:pos:R:3:forces:R:3
Cl -5.706 1.896 1.531 -0.05 0.07 0.04
Cl -3.269 6.544 0.210 0.04 0.32 0.18
Cl 5.048 -8.557 1.046 0.37 -0.12 0.15
Cl 6.538 5.680 3.806 -0.06 -0.05 0.07
Cl 8.031 4.341 6.309 -0.09 0.03 -0.03
Cl -11.333 6.898 -0.922 -0.09 -0.07 0.07
Cl 7.189 -10.171 -0.714 -0.04 0.09 0.02
Cl -5.099 -2.231 -5.665 0.06 0.06 0.06
Cl -11.065 8.304 1.944 0.01 -0.09 -0.05
Cl -3.652 -2.204 -2.807 0.08 0.09 -0.04
Cl -4.328 8.958 -1.618 0.08 -0.03 0.04
Cl -8.764 2.753 1.024 0.04 -0.08 0.11
F 6.918 0.276 0.672 -0.22 -0.11 -0.13
F 2.366 0.469 3.105 0.59 -0.17 0.26
O -2.499 4.198 -1.689 0.14 -0.14 -0.15
O 1.613 1.736 0.075 0.92 -0.62 0.06
O -1.343 -1.875 0.961 0.07 0.72 0.23
N 2.641 0.334 1.745 -0.67 -0.11 -1.37
N 0.006 -1.132 2.870 -0.31 0.16 -0.14
N 2.521 -7.391 -0.339 -0.68 0.64 0.11
N 2.554 -1.959 0.975 0.13 0.52 -1.27
N 4.507 -0.992 1.802 0.76 -0.01 0.45
N 5.645 -5.644 2.698 -0.08 0.49 0.26
C -7.824 0.737 -2.274 0.05 0.00 0.05
C -5.856 5.849 0.403 -0.10 -0.08 0.04
C 2.521 -1.074 -2.721 -0.13 0.31 0.16
C 1.721 -1.569 -0.260 -0.12 0.86 0.47
C -7.212 5.988 0.159 -0.02 0.05 -0.02
C -6.772 7.946 -1.159 -0.18 -0.10 0.05
C 1.699 -6.258 -0.814 1.05 -0.55 0.03
C 2.098 -1.229 -5.503 -0.13 0.15 -0.16
C -7.671 7.040 -0.621 0.08 0.00 0.02
C -1.477 3.342 -1.197 -0.48 -0.42 -0.36
C 5.919 -10.977 0.136 0.12 -0.08 -0.10
C 2.786 -0.962 -1.237 0.25 -0.39 -0.56
C -6.501 0.377 -2.061 -0.05 -0.03 -0.06
C 2.452 2.791 0.521 0.01 1.05 0.16
C 5.984 -4.260 3.087 -1.54 -0.41 -0.23
C 5.795 0.994 1.144 0.57 0.09 0.15
C -4.987 -3.254 -3.141 0.01 -0.05 0.17
C -11.875 11.348 -0.488 0.00 -0.06 -0.06
C 8.870 4.716 4.845 0.08 -0.08 0.13
C 10.285 5.279 2.523 0.02 -0.04 0.06
C 4.995 -10.280 0.902 -0.14 0.00 0.04
C 3.912 -12.345 1.481 0.06 -0.02 -0.05
C 4.833 -13.043 0.712 -0.04 0.06 0.04
C -11.421 9.213 0.517 0.03 0.08 0.16
C 2.133 -5.011 -0.021 -1.13 0.34 0.49
C -5.428 -4.101 -2.134 -0.12 -0.13 0.07
C -8.506 1.465 -1.314 0.02 -0.09 -0.18
C 3.994 -10.965 1.575 -0.10 -0.15 0.05
C -4.956 6.759 -0.134 -0.17 -0.21 0.08
C 5.256 0.174 2.317 0.23 0.22 -0.09
C 8.224 5.291 3.760 -0.02 0.04 -0.16
C 6.301 2.362 1.552 0.12 -0.17 -0.18
C 1.006 -2.817 -0.793 -0.30 -1.15 0.39
C -1.351 0.958 -0.195 0.16 0.37 -1.78
C -5.411 7.807 -0.919 -0.01 0.17 -0.12
C -1.878 1.860 -1.365 -0.71 0.22 0.93
C -6.497 -4.952 -2.359 -0.02 0.01 -0.08
C 10.226 4.428 4.768 0.16 0.00 -0.12
C -6.548 1.470 0.078 0.11 -0.05 -0.05
C 5.303 -2.240 1.672 -1.44 -0.41 0.03
C 2.910 -2.164 -3.471 0.64 -1.26 1.06
C 3.239 -0.919 1.488 0.55 -0.03 1.02
C 8.933 5.569 2.599 0.15 -0.02 -0.10
C 4.811 -3.282 2.730 1.36 0.86 -0.76
C -6.690 -4.112 -4.601 -0.12 -0.14 0.09
C 10.933 4.709 3.611 -0.06 0.02 -0.05
C 2.697 -2.263 -4.816 0.05 -0.38 -1.33
C 5.834 -12.359 0.042 -0.11 -0.16 0.06
C -11.980 10.740 -1.732 0.01 0.02 0.08
C 2.011 3.513 1.814 0.31 0.25 -0.45
C 0.940 -4.020 0.193 0.30 -0.26 -0.76
C -5.867 0.742 -0.886 -0.01 -0.08 -0.14
C -11.809 9.371 -1.849 -0.03 0.16 -0.08
C -7.870 1.836 -0.137 -0.11 0.06 -0.04
C -7.130 -4.956 -3.595 0.06 0.02 0.06
C 1.932 -0.050 -3.424 -0.42 1.14 0.28
C -11.531 8.605 -0.725 -0.01 0.00 -0.15
C 1.426 0.669 0.990 -1.12 0.60 -0.02
C 1.722 -0.124 -4.779 -0.40 0.64 -0.68
C -11.594 10.585 0.633 -0.04 0.17 -0.10
C -5.616 -3.261 -4.377 -0.08 0.01 -0.17
C -0.250 0.021 -0.773 -0.60 0.56 0.37
C 0.724 -0.524 0.300 -0.62 -0.19 -0.19
B -0.245 -1.187 1.420 0.07 -0.93 -0.09
H 3.166 -2.692 0.629 0.10 -0.15 0.53
H 1.469 -3.223 -1.696 0.12 0.38 0.07
H -2.220 0.392 0.143 0.37 -0.03 0.49
H 1.623 0.878 -2.950 0.17 -0.18 0.22
H 2.947 -4.472 -0.528 0.11 -0.31 0.09
H -1.908 -2.049 1.725 -0.10 -0.41 -0.25
H 4.784 -5.861 3.196 0.18 -0.36 0.02
H -1.370 3.545 -0.124 0.48 -0.04 -0.17
H -4.837 0.459 -0.721 0.02 0.03 0.09
H 0.711 1.042 1.729 0.42 -0.19 0.29
H 1.479 2.893 2.536 0.10 0.01 -0.07
H 3.276 -10.421 2.173 0.06 0.10 -0.04
H 1.935 -1.250 -6.574 0.05 -0.17 0.09
H 5.114 -2.610 0.655 0.32 -0.09 0.10
H 6.679 2.893 0.674 -0.23 -0.01 0.06
H 10.833 5.498 1.617 -0.03 0.02 0.00
H -2.763 4.796 -0.976 0.03 -0.11 -0.34
H 0.036 -4.581 -0.062 -0.01 0.20 0.20
H -11.892 8.898 -2.818 0.01 -0.10 0.06
H -12.196 11.333 -2.610 0.00 -0.03 0.00
H 0.654 -6.511 -0.619 0.08 0.21 -0.03
H 3.509 2.510 0.589 -0.25 -0.45 0.08
H 6.911 -3.962 2.594 -0.03 -0.02 0.18
H -7.130 8.765 -1.768 0.12 0.03 -0.01
H 6.141 -0.204 2.836 -0.21 -0.08 0.02
H 0.835 -3.721 1.240 0.08 0.05 -0.14
H -12.011 12.416 -0.392 0.01 -0.02 0.03
H -7.183 -4.116 -5.563 0.08 0.08 -0.03
H 6.089 -4.230 4.173 0.41 -0.11 -0.16
H -5.500 5.030 1.014 0.08 0.04 -0.03
H -5.963 -0.190 -2.810 0.02 0.02 0.03
H 6.552 -12.904 -0.556 0.05 0.11 -0.02
H 10.731 3.983 5.614 -0.10 0.01 0.05
H 5.363 -5.651 1.720 0.26 -0.07 0.00
H 4.701 0.756 3.051 -0.23 -0.03 -0.32
H 3.130 -12.875 2.008 0.00 0.03 0.00
H -6.836 -5.612 -1.572 0.02 0.02 0.01
H 4.456 -2.716 3.598 0.01 -0.22 -0.02
H 3.497 -7.155 -0.446 0.04 -0.42 -0.20
H 3.737 -1.490 -1.058 -0.20 -0.03 -0.04
H -8.730 7.152 -0.810 0.08 0.02 0.00
H 5.103 1.013 0.297 -0.10 0.10 0.23
H -9.536 1.748 -1.482 0.01 0.05 0.11
H 3.009 -3.127 -5.396 0.08 -0.07 0.35
H 2.465 -5.377 0.959 0.18 0.05 -0.19
H 6.364 -2.020 1.743 -0.17 0.28 0.12
H -7.967 -5.617 -3.775 0.01 0.02 -0.03
H -0.960 1.654 0.552 -0.15 -0.39 0.27
H -0.852 -0.986 3.399 0.12 -0.03 0.04
H -0.557 3.515 -1.770 0.08 0.26 0.43
H 2.290 -8.248 -0.825 0.30 0.04 -0.09
H -0.805 -0.776 -1.272 0.32 -0.16 0.08
H 1.402 4.379 1.544 -0.19 -0.24 0.19
H 2.909 3.920 2.293 -0.17 -0.13 0.09
H 1.260 0.720 -5.284 0.04 -0.08 0.06
H 3.406 -2.999 -2.971 -0.02 0.13 -0.04
H -4.936 -4.096 -1.171 0.06 0.08 -0.05
H 3.003 0.092 -1.023 -0.32 -0.14 0.24
H 4.771 -14.120 0.633 0.03 0.01 -0.01
H -11.511 11.059 1.601 0.02 -0.11 0.04
H -0.028 -2.621 -1.083 0.27 0.51 0.06
H 7.168 2.232 2.208 -0.29 0.08 0.18
H -7.907 5.272 0.578 0.06 0.07 -0.02
H 5.516 2.946 2.040 0.18 0.02 -0.01
H -2.973 1.864 -1.309 0.10 0.03 -0.12
H 0.241 0.594 -1.554 0.31 -0.19 0.23
H 0.400 -2.002 3.218 0.24 0.18 0.01
H -1.628 1.456 -2.350 0.14 0.09 0.12
H 3.977 -3.812 2.268 0.00 -0.19 0.44
H 1.849 -6.121 -1.896 -0.37 0.29 0.11
H 11.990 4.484 3.557 -0.01 0.00 0.03
H 2.425 3.539 -0.278 -0.11 -0.28 -0.06
H -8.325 0.451 -3.190 -0.01 0.02 0.01
H 8.428 6.015 1.752 -0.08 0.02 0.08
```
Positions in Å, forces in eV/Å.